Record 1
Below is a cluster of 14 separate species, C25H62Br2IN2O14P in total, with properties calculated with ωB97M-V with the def2-TZVPD basis set.

Values from the calculation:
- Total energy: -7939.38820 a.u.
- HOMO-LUMO gap: 6.94 eV
- Spin multiplicity: 1
- Charge: 0

XYZ file:
```
107
C25H62Br2IN2O14P, DFT ωB97M-V with the def2-TZVPD basis set
C -0.96 -0.17 5.46
C 0.59 -0.25 5.36
Br 1.54 -1.01 6.92
C 1.36 0.16 4.32
Br 3.33 0.07 4.29
C 0.65 0.75 3.07
C 0.54 2.24 2.86
C -0.17 2.68 1.66
P -0.33 4.56 1.42
C -0.13 5.45 3.06
O -1.98 4.78 1.03
C -0.74 1.73 0.65
N -1.38 2.28 -0.46
C -1.83 1.33 -1.30
I -2.86 2.00 -3.08
C -1.67 -0.14 -1.07
N -1.09 -0.71 0.01
C -0.62 0.28 0.87
C 0.08 -0.18 2.12
H -1.23 0.48 6.33
H -1.35 -1.22 5.55
H -1.45 0.27 4.55
H 0.99 2.94 3.60
H -1.08 5.35 3.67
H 0.02 6.56 2.91
H 0.74 5.10 3.68
H -2.38 5.27 1.78
H -2.09 -0.83 -1.85
H 0.18 -1.27 2.36
C -3.73 -3.77 -2.68
O -3.81 -2.37 -2.90
H -2.69 -4.06 -2.59
H -4.25 -4.03 -1.75
H -4.18 -4.30 -3.52
H -4.74 -2.14 -2.97
C -1.60 7.31 5.96
O -2.57 6.77 5.07
H -0.61 7.21 5.51
H -1.81 8.37 6.13
H -1.63 6.77 6.91
H -3.43 6.88 5.49
C 1.93 -0.55 -3.20
O 0.84 0.26 -3.62
H 2.63 -0.66 -4.02
H 2.44 -0.08 -2.35
H 1.57 -1.54 -2.90
H 0.24 0.34 -2.87
C -3.11 -1.11 -6.09
O -4.11 -1.53 -7.02
H -3.53 -1.15 -5.08
H -2.25 -1.78 -6.15
H -2.81 -0.09 -6.31
H -3.72 -1.49 -7.90
C 2.72 -4.28 4.39
O 2.30 -4.00 5.72
H 2.79 -5.36 4.27
H 2.00 -3.89 3.67
H 3.70 -3.84 4.21
H 2.25 -3.03 5.80
C -1.20 -4.62 -6.05
O -1.62 -4.34 -4.73
H -1.12 -5.70 -6.17
H -1.93 -4.23 -6.77
H -0.22 -4.17 -6.23
H -1.68 -3.38 -4.64
C -1.94 -8.39 -4.92
O -2.36 -8.10 -3.59
H -1.86 -9.46 -5.03
H -2.67 -8.00 -5.63
H -0.96 -7.93 -5.09
H -2.42 -7.14 -3.51
C 1.78 8.60 1.24
O 1.35 8.88 2.57
H 1.84 7.52 1.12
H 1.05 9.00 0.53
H 2.76 9.05 1.07
H 1.30 9.83 2.66
C 4.71 -3.33 -3.97
O 5.01 -2.14 -4.69
H 3.64 -3.53 -4.05
H 5.27 -4.17 -4.40
H 4.97 -3.20 -2.92
H 5.96 -1.99 -4.60
C 2.89 12.77 3.94
O 1.92 12.23 3.05
H 3.88 12.66 3.48
H 2.69 13.83 4.11
H 2.87 12.23 4.88
H 1.06 12.33 3.47
C -0.97 -12.01 -6.86
O -1.43 -10.67 -7.01
H -0.32 -12.06 -5.99
H -1.82 -12.68 -6.72
H -0.41 -12.31 -7.75
H -2.00 -10.65 -7.79
C -1.31 -2.94 8.62
O -1.27 -3.07 7.21
H -2.26 -2.49 8.90
H -1.22 -3.92 9.09
H -0.50 -2.29 8.96
H -0.41 -3.47 6.99
C 3.89 2.51 -2.05
O 3.07 3.57 -1.57
H 4.92 2.85 -2.06
H 3.80 1.64 -1.40
H 3.59 2.24 -3.07
H 2.16 3.24 -1.57
```



Record 2
Below is a cluster of 2 separate species, C4H9N4O3 in total, with properties calculated with ωB97M-V with the def2-TZVPD basis set.

Values from the calculation:
- Total energy: -601.93515 a.u.
- HOMO-LUMO gap (alpha / beta): 6.66 / 7.86 eV
- Energy above the lowest of the compared OMol25 structures with the same formula, charge and spin: 11.331 eV
- Spin multiplicity: 1
- Charge: +1

XYZ file:
```
20
C4H9N4O3, DFT ωB97M-V with the def2-TZVPD basis set
C 1.11 -0.75 -1.60
C 1.44 -0.76 0.75
C -2.17 0.40 1.54
C -1.39 1.07 0.38
N -2.88 -0.26 0.44
N -2.11 0.27 -0.55
N -0.69 2.16 0.09
N 0.76 -0.53 -0.26
O -3.72 -1.14 0.37
O -2.05 0.33 -1.92
O -0.01 2.86 0.82
H 1.14 0.13 -2.20
H 2.04 -1.24 -1.81
H 0.47 -1.34 -2.18
H 1.21 -0.41 1.71
H -0.45 2.18 -0.92
H 2.32 -1.41 0.76
H -2.81 1.15 2.15
H -1.68 -0.33 2.12
H -2.39 -0.53 -2.42
```



Record 3
Below is a structure of composition C3H9NO3, with properties calculated with ωB97M-V with the def2-TZVPD basis set.

Values from the calculation:
- Total energy: -400.05224 a.u.
- HOMO-LUMO gap: 8.87 eV
- Energy above the lowest of the compared OMol25 structures with the same formula, charge and spin: 4.605 eV
- Spin multiplicity: 1
- Charge: 0

XYZ file:
```
16
C3H9NO3, DFT ωB97M-V with the def2-TZVPD basis set
C 1.50 -0.41 -0.63
C -0.77 -1.19 -0.53
C 0.21 -0.28 0.14
N -0.25 2.29 0.52
O -2.10 -1.12 0.00
O 0.46 -0.24 1.42
O -0.57 1.29 -0.29
H 2.35 -0.09 -0.06
H 1.34 0.26 -1.46
H 1.67 -1.25 -1.12
H -0.82 -0.86 -1.47
H -0.49 -2.24 -0.42
H 0.78 2.40 0.54
H -0.76 2.27 1.43
H -2.29 -0.16 0.03
H -0.27 -0.65 1.89
```



- What is the total energy in the second record?
  -601.93515 a.u.



- charge of number 3 (C3H9NO3)?
  0